(1)
One molecule with the formula C8H16O3S in a non-equilibrium geometry, computed with ωB97M-V with the def2-TZVPD basis set.

Atoms and positions in Å:
S (-0.529, 0.141, -2.015)
O (-0.312, 0.500, -3.368)
O (-1.239, 1.109, -1.252)
O (-1.328, -1.242, -2.022)
C (-1.568, 1.721, 2.110)
C (-0.213, 2.090, 1.521)
C (1.362, -1.537, -0.675)
C (-1.177, -1.897, -0.737)
C (0.178, -2.511, -0.602)
C (0.572, 0.827, 1.126)
C (1.351, 0.970, -0.196)
C (1.078, -0.117, -1.229)
H (1.858, -1.444, 0.281)
H (-0.147, 0.025, 1.001)
H (-1.906, -2.696, -0.735)
H (-1.465, 1.346, 3.125)
H (0.198, -2.999, 0.369)
H (0.346, 2.584, 2.309)
H (0.304, -3.308, -1.321)
H (1.245, 0.520, 1.915)
H (-1.456, -1.220, 0.063)
H (-2.047, 0.945, 1.525)
H (2.413, 0.881, 0.014)
H (2.094, -1.985, -1.333)
H (1.784, 0.056, -2.028)
H (1.195, 1.936, -0.657)
H (-2.249, 2.566, 2.140)
H (-0.344, 2.741, 0.671)

Computed properties:
- Energy above the lowest of the compared OMol25 structures with the same formula, charge and spin: 78.3 kJ/mol
- Molar mass: 192.280 u
- Strongest force on any atom: 1.269 eV Å⁻¹
- Kohn-Sham gap: 11.47 eV
- SMILES: CCCC[C@H]1CCCOS1(=O)=O

For each atom in turn, the Mulliken charge in e is: number 1, S, carries 1.21; number 2, O, carries -0.71; number 3, O, carries -0.58; number 4, O, carries -0.41; number 5, C, carries -1.34; number 6, C, carries -0.58; number 7, C, carries -1.03; number 8, C, carries -0.27; number 9, C, carries -0.47; number 10, C, carries -0.09; number 11, C, carries -1.58; number 12, C, carries 0.19; number 13, H, carries 0.42; number 14, H, carries -0.17; number 15, H, carries 0.41; number 16, H, carries 0.36; number 17, H, carries 0.28; number 18, H, carries 0.40; number 19, H, carries 0.40; number 20, H, carries 0.60; number 21, H, carries 0.07; number 22, H, carries 0.32; number 23, H, carries 0.46; number 24, H, carries 0.35; number 25, H, carries 0.49; number 26, H, carries 0.55; number 27, H, carries 0.37; number 28, H, carries 0.35



(2)
A 3-piece molecular cluster, C15H31IN4O8P overall in a non-equilibrium geometry, computed with ωB97M-V with the def2-TZVPD basis set.

Atoms and positions in Å:
I (6.216, -1.118, -2.637)
P (1.146, -2.769, -5.448)
O (4.183, 0.757, -3.922)
O (-3.615, 3.823, 4.557)
O (1.978, 0.004, 0.118)
O (-2.841, 1.925, 5.592)
O (2.789, -0.507, 2.204)
O (-3.369, 3.846, 6.739)
O (0.752, -1.249, 1.440)
O (-1.857, -0.653, -2.173)
N (-0.757, 0.319, -6.511)
N (-0.317, -0.033, -3.953)
N (1.592, -0.117, -5.406)
N (1.447, -4.123, -4.550)
C (3.129, 0.821, -0.082)
C (-3.243, 3.080, 5.627)
C (-1.524, -0.873, -3.594)
C (-1.468, 3.196, 8.109)
C (0.808, -0.696, -3.189)
C (-2.980, 3.224, 7.969)
C (1.755, -1.243, -4.410)
C (3.248, -1.737, -3.950)
C (0.094, -0.908, 3.756)
C (1.929, -0.584, 1.338)
C (0.516, -1.905, 2.692)
C (-2.035, -1.926, -1.452)
C (0.060, 0.073, -5.420)
C (4.316, -0.537, -3.627)
C (-3.435, 3.162, 3.306)
H (-2.928, -2.585, -1.890)
H (-3.930, 2.185, 3.297)
H (3.735, -2.477, -4.722)
H (-2.445, -0.478, -4.244)
H (0.530, -4.641, -4.433)
H (-1.380, -2.004, -3.857)
H (4.051, 0.269, 0.125)
H (-3.406, 3.828, 8.777)
H (1.308, 0.198, -2.623)
H (3.065, 1.715, 0.545)
H (-1.034, -2.557, -1.345)
H (-2.368, 3.058, 3.090)
H (-1.177, 2.804, 9.088)
H (-0.174, -1.422, 4.684)
H (-3.888, 3.782, 2.526)
H (-0.295, -2.622, 2.525)
H (1.397, -2.481, 3.001)
H (-3.415, 2.221, 8.052)
H (3.097, -2.344, -2.933)
H (-1.142, 1.299, -6.658)
H (-1.052, -0.421, -7.189)
H (0.559, -1.684, -2.587)
H (-0.763, -0.320, 3.415)
H (-1.051, 4.200, 7.988)
H (3.146, 1.134, -1.130)
H (-2.384, -1.639, -0.347)
H (-1.009, 2.566, 7.339)
H (1.924, -2.827, -6.660)
H (0.898, -0.198, 3.978)
H (1.865, 0.847, -5.116)
H (-0.251, -2.660, -5.818)

Computed properties:
- Molar mass: 553.311 u
- Strongest force on any atom: 8.442 eV Å⁻¹
- Kohn-Sham gap: 6.12 eV
- Charge: +1

For each atom in turn, the Mulliken charge in e is: number 1, I, carries 0.11; number 2, P, carries 0.03; number 3, O, carries -0.50; number 4, O, carries -0.32; number 5, O, carries -0.21; number 6, O, carries -0.57; number 7, O, carries -0.56; number 8, O, carries -0.35; number 9, O, carries -0.27; number 10, O, carries -0.31; number 11, N, carries -0.29; number 12, N, carries 0.21; number 13, N, carries -0.45; number 14, N, carries -0.66; number 15, C, carries -0.62; number 16, C, carries 0.76; number 17, C, carries -0.41; number 18, C, carries -1.05; number 19, C, carries -0.25; number 20, C, carries -0.16; number 21, C, carries 0.88; number 22, C, carries -0.72; number 23, C, carries -1.12; number 24, C, carries 0.64; number 25, C, carries -0.18; number 26, C, carries -0.49; number 27, C, carries -0.16; number 28, C, carries 0.09; number 29, C, carries -0.59; number 30, H, carries 0.28; number 31, H, carries 0.28; number 32, H, carries 0.49; number 33, H, carries 0.27; number 34, H, carries 0.24; number 35, H, carries 0.36; number 36, H, carries 0.28; number 37, H, carries 0.29; number 38, H, carries 0.04; number 39, H, carries 0.30; number 40, H, carries 0.22; number 41, H, carries 0.27; number 42, H, carries 0.35; number 43, H, carries 0.37; number 44, H, carries 0.22; number 45, H, carries 0.29; number 46, H, carries 0.31; number 47, H, carries 0.29; number 48, H, carries 0.44; number 49, H, carries 0.29; number 50, H, carries 0.27; number 51, H, carries 0.05; number 52, H, carries 0.29; number 53, H, carries 0.29; number 54, H, carries 0.19; number 55, H, carries 0.23; number 56, H, carries 0.28; number 57, H, carries 0.20; number 58, H, carries 0.31; number 59, H, carries 0.41; number 60, H, carries 0.10



(3)
One molecule with the formula C12H14N2O6 in a non-equilibrium geometry, computed with ωB97M-V with the def2-TZVPD basis set.

Atoms and positions in Å:
O (-1.027, 0.658, -1.836)
O (-2.326, 1.811, 0.829)
O (3.267, -5.251, 0.338)
O (1.631, -5.708, -1.150)
O (2.830, -0.323, 1.224)
O (-1.507, 3.296, -0.846)
N (0.765, 0.472, -0.394)
N (2.303, -5.025, -0.365)
C (-2.756, 2.613, -0.082)
C (3.997, -0.489, 2.001)
C (2.257, -1.204, 0.267)
C (1.079, -0.780, -0.370)
C (0.828, -3.198, -1.315)
C (0.275, -1.937, -1.218)
C (-5.058, 2.741, 0.779)
C (2.051, -3.320, -0.465)
C (2.519, -2.602, 0.338)
C (-0.205, 1.112, -0.731)
C (-0.271, 2.643, -0.504)
C (-4.071, 3.127, -0.396)
H (-6.052, 2.978, 0.368)
H (-0.541, -1.398, -1.736)
H (4.623, -0.940, 1.164)
H (1.417, 1.138, 0.428)
H (0.322, 3.143, -1.160)
H (3.697, -1.357, 2.741)
H (3.520, -2.922, 0.818)
H (-3.952, 4.092, -0.567)
H (-4.316, 2.416, -1.399)
H (4.180, 0.246, 2.457)
H (-4.656, 3.369, 1.626)
H (-0.163, 2.761, 0.351)
H (0.234, -3.860, -2.065)
H (-4.895, 1.696, 0.868)

Computed properties:
- Molar mass: 282.252 u
- Strongest force on any atom: 19.941 eV Å⁻¹
- Kohn-Sham gap: 8.22 eV
- SMILES: CCC(=O)OCC(=O)Nc1ccc([N+](=O)[O-])cc1OC

For each atom in turn, the Mulliken charge in e is: number 1, O, carries -0.76; number 2, O, carries -0.61; number 3, O, carries -0.57; number 4, O, carries -0.55; number 5, O, carries -0.53; number 6, O, carries -0.42; number 7, N, carries -0.01; number 8, N, carries 0.88; number 9, C, carries 0.70; number 10, C, carries -0.70; number 11, C, carries 0.58; number 12, C, carries -0.28; number 13, C, carries -0.59; number 14, C, carries -0.57; number 15, C, carries -0.91; number 16, C, carries -0.10; number 17, C, carries 0.30; number 18, C, carries 0.89; number 19, C, carries -1.58; number 20, C, carries -0.52; number 21, H, carries 0.33; number 22, H, carries 0.51; number 23, H, carries 0.32; number 24, H, carries 0.37; number 25, H, carries 0.58; number 26, H, carries 0.23; number 27, H, carries 0.34; number 28, H, carries 0.39; number 29, H, carries 0.25; number 30, H, carries 0.33; number 31, H, carries 0.29; number 32, H, carries 0.86; number 33, H, carries 0.27; number 34, H, carries 0.30



(4)
An isolated ion of composition C6H17N2 and charge +1 in a non-equilibrium geometry, computed with ωB97M-V with the def2-TZVPD basis set.

Atoms and positions in Å:
N (0.241, 0.390, 1.796)
N (0.596, -0.443, -0.645)
C (-0.808, -0.498, -0.222)
C (-2.251, 0.189, 1.741)
C (1.216, -1.777, -0.741)
C (-0.933, -0.457, 1.321)
C (1.237, 1.770, -1.540)
C (0.770, 0.354, -1.880)
H (-1.274, -1.410, -0.602)
H (2.207, 1.748, -1.050)
H (-1.309, 0.366, -0.633)
H (-2.959, -0.598, 2.031)
H (0.746, -2.443, -0.023)
H (-0.755, -1.447, 1.730)
H (0.009, 0.988, 2.591)
H (-2.171, 0.816, 2.630)
H (0.985, -0.224, 2.125)
H (1.536, -0.089, -2.515)
H (-2.749, 0.682, 0.914)
H (2.272, -1.707, -0.461)
H (1.197, -2.202, -1.734)
H (-0.153, 0.358, -2.456)
H (1.290, 2.392, -2.438)
H (0.588, 0.953, 1.010)
H (0.470, 2.290, -0.951)

Computed properties:
- Energy above the lowest of the compared OMol25 structures with the same formula, charge and spin: 78.9 kJ/mol
- Molar mass: 117.216 u
- Strongest force on any atom: 1.404 eV Å⁻¹
- Kohn-Sham gap: 9.65 eV
- Charge: +1
- SMILES: CCN(C)C[C@H](C)[NH3+]

For each atom in turn, the Mulliken charge in e is: number 1, N, carries -0.19; number 2, N, carries 0.12; number 3, C, carries -1.23; number 4, C, carries -1.27; number 5, C, carries -1.25; number 6, C, carries 0.33; number 7, C, carries -1.27; number 8, C, carries -0.56; number 9, H, carries 0.33; number 10, H, carries 0.31; number 11, H, carries 0.62; number 12, H, carries 0.33; number 13, H, carries 0.43; number 14, H, carries 0.37; number 15, H, carries 0.37; number 16, H, carries 0.38; number 17, H, carries 0.37; number 18, H, carries 0.46; number 19, H, carries 0.36; number 20, H, carries 0.34; number 21, H, carries 0.39; number 22, H, carries 0.38; number 23, H, carries 0.42; number 24, H, carries 0.17; number 25, H, carries 0.29



(5)
A 4-piece molecular cluster, CH9NO4 overall in a non-equilibrium geometry, computed with ωB97M-V with the def2-TZVPD basis set.

Atoms and positions in Å:
O (0.120, 0.541, 2.316)
O (0.501, 1.823, -0.083)
O (0.564, 0.546, -2.453)
O (0.393, -2.190, 0.867)
N (-0.881, -0.955, -0.500)
C (-0.715, -1.869, 0.477)
H (-1.855, -0.831, -0.766)
H (-0.412, 0.122, 1.648)
H (0.640, 1.138, -1.685)
H (-1.628, -2.306, 0.909)
H (0.947, 0.059, 2.405)
H (-0.350, -0.556, -1.272)
H (0.540, 1.548, 0.838)
H (1.439, 0.173, -2.644)
H (0.699, 2.757, -0.057)

Computed properties:
- Energy above the lowest of the compared OMol25 structures with the same formula, charge and spin: 66.2 kJ/mol
- Molar mass: 99.086 u
- Strongest force on any atom: 3.205 eV Å⁻¹
- Kohn-Sham gap: 10.76 eV
- SMILES: NC=O.O.O.O

For each atom in turn, the Mulliken charge in e is: number 1, O, carries -0.72; number 2, O, carries -0.68; number 3, O, carries -0.74; number 4, O, carries -0.55; number 5, N, carries -0.23; number 6, C, carries 0.01; number 7, H, carries 0.19; number 8, H, carries 0.34; number 9, H, carries 0.43; number 10, H, carries 0.34; number 11, H, carries 0.35; number 12, H, carries 0.24; number 13, H, carries 0.40; number 14, H, carries 0.33; number 15, H, carries 0.29



Q: Number 2 is which compound?
A: C15H31IN4O8P



Copy entry 5 word for word.
A 4-piece molecular cluster, CH9NO4 overall in a non-equilibrium geometry, computed with ωB97M-V with the def2-TZVPD basis set.

Atoms and positions in Å:
O (0.120, 0.541, 2.316)
O (0.501, 1.823, -0.083)
O (0.564, 0.546, -2.453)
O (0.393, -2.190, 0.867)
N (-0.881, -0.955, -0.500)
C (-0.715, -1.869, 0.477)
H (-1.855, -0.831, -0.766)
H (-0.412, 0.122, 1.648)
H (0.640, 1.138, -1.685)
H (-1.628, -2.306, 0.909)
H (0.947, 0.059, 2.405)
H (-0.350, -0.556, -1.272)
H (0.540, 1.548, 0.838)
H (1.439, 0.173, -2.644)
H (0.699, 2.757, -0.057)

Computed properties:
- Energy above the lowest of the compared OMol25 structures with the same formula, charge and spin: 66.2 kJ/mol
- Molar mass: 99.086 u
- Strongest force on any atom: 3.205 eV Å⁻¹
- Kohn-Sham gap: 10.76 eV
- SMILES: NC=O.O.O.O

For each atom in turn, the Mulliken charge in e is: number 1, O, carries -0.72; number 2, O, carries -0.68; number 3, O, carries -0.74; number 4, O, carries -0.55; number 5, N, carries -0.23; number 6, C, carries 0.01; number 7, H, carries 0.19; number 8, H, carries 0.34; number 9, H, carries 0.43; number 10, H, carries 0.34; number 11, H, carries 0.35; number 12, H, carries 0.24; number 13, H, carries 0.40; number 14, H, carries 0.33; number 15, H, carries 0.29